[1]
{
  "formula": "H20O10",
  "method": "the ωB97M-V functional and the def2-TZVPD basis",
  "orbital_gap_ev": 10.1,
  "e_above_lowest_ev": 4.555,
  "total_charge": 0,
  "smiles": "O.O.O.O.O.O.O.O.O.O",
  "symbols": ["O", "H", "H", "O", "H", "H", "O", "H", "H", "O", "H", "H", "O", "H", "H", "O", "H", "H", "O", "H", "H", "O", "H", "H", "O", "H", "H", "O", "H", "H"],
  "xyz": [[0.240, 0.831, -0.568], [0.514, 0.133, 0.038], [-0.526, 1.228, -0.139], [1.321, 0.510, 3.059], [0.538, 0.025, 2.773], [1.578, 1.018, 2.281], [0.804, -0.152, -2.429], [1.432, 0.371, -1.919], [1.248, -0.295, -3.273], [-1.138, 2.721, 0.670], [-1.981, 2.340, 0.401], [-0.950, 2.300, 1.517], [-1.076, -2.563, -2.088], [-0.199, -2.754, -2.442], [-1.135, -3.113, -1.298], [1.473, -3.223, -3.060], [1.168, -2.319, -3.198], [2.434, -3.147, -3.046], [2.620, 0.302, -0.461], [2.249, 0.435, 0.419], [3.372, -0.283, -0.312], [-1.758, -3.212, 2.834], [-1.768, -3.507, 3.751], [-1.546, -2.274, 2.892], [-3.819, 1.458, 2.046], [-4.270, 2.227, 2.413], [-4.397, 0.720, 2.268], [1.497, 3.618, -1.177], [1.060, 2.871, -1.601], [1.015, 3.734, -0.350]],
  "lowdin_charge": [-0.09, 0.04, 0.02, -0.04, 0.03, 0.02, -0.09, 0.00, 0.04, -0.04, 0.05, 0.05, -0.06, -0.03, 0.04, -0.05, 0.01, 0.06, -0.04, 0.02, 0.07, -0.06, 0.04, 0.02, -0.05, 0.04, 0.04, -0.06, 0.02, 0.01]
}



[2]
{
  "formula": "C39H52N6PdS",
  "method": "the ωB97M-V functional and the def2-TZVPD basis",
  "multiplicity": 3,
  "orbital_gap_ev": [4.9, 4.5],
  "e_above_lowest_ev": 0.107,
  "total_charge": 0,
  "symbols": ["Pd", "C", "C", "C", "C", "C", "C", "C", "N", "C", "C", "C", "C", "C", "C", "C", "C", "C", "C", "N", "C", "C", "C", "N", "C", "C", "C", "C", "C", "C", "C", "C", "C", "C", "C", "C", "C", "C", "N", "C", "C", "H", "H", "H", "H", "H", "H", "H", "H", "H", "H", "H", "H", "H", "H", "H", "H", "H", "H", "H", "H", "H", "H", "H", "H", "H", "H", "H", "H", "H", "H", "H", "H", "H", "H", "H", "H", "H", "H", "H", "H", "H", "H", "H", "H", "C", "N", "C", "S", "N", "C", "H", "H", "H", "H", "H", "H", "H", "H"],
  "xyz": [[-0.017, -0.103, -0.069], [-5.719, 1.854, 1.633], [-5.447, 1.477, 0.175], [-4.272, 0.563, 0.020], [-4.269, -0.782, -0.064], [-5.438, -1.714, -0.114], [-5.783, -2.156, -1.538], [-2.871, -1.195, -0.136], [-2.058, -0.098, -0.124], [-2.876, 0.988, -0.006], [-2.449, 2.282, 0.113], [-1.104, 2.748, 0.155], [-0.715, 4.088, 0.318], [-1.628, 5.273, 0.403], [-2.083, 5.782, -0.966], [0.680, 4.087, 0.324], [1.071, 2.748, 0.152], [2.419, 2.284, 0.110], [2.844, 0.994, -0.003], [2.025, -0.096, -0.107], [2.837, -1.188, -0.144], [2.410, -2.487, -0.212], [1.072, -2.954, -0.231], [-0.016, -2.135, -0.220], [-1.096, -2.957, -0.208], [-2.443, -2.490, -0.176], [-0.707, -4.309, -0.215], [0.685, -4.307, -0.234], [1.617, -5.479, -0.195], [2.144, -5.790, 1.208], [-1.634, -5.484, -0.148], [-2.109, -5.798, 1.274], [4.236, -0.776, -0.084], [4.241, 0.570, 0.008], [5.410, 1.491, 0.159], [5.665, 1.908, 1.610], [5.394, -1.722, -0.067], [5.621, -2.369, 1.303], [-0.015, 1.935, 0.052], [1.595, 5.255, 0.529], [2.038, 5.421, 1.985], [-6.584, 2.512, 1.718], [-4.859, 2.363, 2.073], [-5.908, 0.961, 2.233], [-5.291, 2.383, -0.416], [-6.331, 0.998, -0.252], [-6.304, -1.224, 0.337], [-5.238, -2.591, 0.508], [-6.046, -1.294, -2.154], [-6.625, -2.850, -1.544], [-4.934, -2.648, -2.015], [-3.219, 3.038, 0.206], [-1.119, 6.080, 0.938], [-2.504, 5.032, 1.013], [-1.223, 6.072, -1.573], [-2.746, 6.645, -0.877], [-2.613, 5.000, -1.514], [3.190, 3.042, 0.191], [3.181, -3.248, -0.233], [-3.212, -3.252, -0.163], [2.461, -5.310, -0.871], [1.105, -6.360, -0.590], [2.663, -4.927, 1.631], [2.837, -6.634, 1.200], [1.322, -6.031, 1.885], [-1.135, -6.363, -0.562], [-2.502, -5.315, -0.792], [-1.262, -6.040, 1.918], [-2.802, -6.642, 1.290], [-2.611, -4.935, 1.718], [5.256, 2.381, -0.457], [6.302, 1.005, -0.242], [4.799, 2.426, 2.028], [6.526, 2.574, 1.684], [5.855, 1.035, 2.236], [6.297, -1.186, -0.367], [5.246, -2.499, -0.822], [5.846, -1.609, 2.053], [6.452, -3.075, 1.273], [4.732, -2.905, 1.641], [1.094, 6.168, 0.195], [2.476, 5.160, -0.111], [1.171, 5.555, 2.635], [2.699, 6.279, 2.116], [2.569, 4.529, 2.329], [-0.451, -1.653, 5.732], [-0.068, -0.291, 5.411], [-0.020, 0.180, 4.152], [-0.335, -0.739, 2.788], [0.317, 1.486, 4.018], [0.609, 2.398, 5.098], [-0.332, -1.783, 6.806], [0.186, -2.363, 5.207], [-1.484, -1.853, 5.449], [0.051, 0.351, 6.174], [0.307, 1.818, 3.067], [1.448, 2.048, 5.706], [-0.257, 2.565, 5.747], [0.892, 3.357, 4.669]],
  "lowdin_spin": [0.03, 0.00, 0.00, -0.02, -0.02, 0.00, 0.00, 0.00, 0.18, 0.01, 0.23, 0.06, 0.07, 0.01, 0.00, 0.05, 0.08, 0.23, 0.00, 0.18, 0.02, 0.22, 0.06, 0.05, 0.08, 0.23, 0.05, 0.07, 0.01, 0.00, 0.00, 0.00, -0.02, -0.01, 0.00, 0.00, 0.00, 0.00, 0.05, 0.00, 0.00, 0.00, 0.00, 0.00, 0.00, 0.00, 0.00, 0.00, 0.00, 0.00, 0.00, 0.01, 0.00, 0.00, 0.00, 0.00, 0.00, 0.01, 0.01, 0.01, 0.00, 0.00, 0.00, 0.00, 0.00, 0.00, 0.00, 0.00, 0.00, 0.00, 0.00, 0.00, 0.00, 0.00, 0.00, 0.00, 0.00, 0.00, 0.00, 0.00, 0.00, 0.00, 0.00, 0.00, 0.00, 0.00, 0.00, 0.00, 0.02, 0.00, 0.00, 0.00, 0.00, 0.00, 0.00, 0.00, 0.00, 0.00, 0.00]
}



[3]
{
  "formula": "C8H15GdNOP",
  "method": "the ωB97M-V functional and the def2-TZVPD basis",
  "multiplicity": 8,
  "orbital_gap_ev": [4.2, 6.4],
  "e_above_lowest_ev": 5.955,
  "total_charge": 0,
  "symbols": ["C", "C", "C", "C", "C", "Gd", "P", "H", "H", "H", "H", "H", "H", "H", "H", "C", "N", "C", "C", "O", "H", "H", "H", "H", "H", "H", "H"],
  "xyz": [[1.949, -2.685, -1.350], [2.075, -3.956, -1.979], [1.262, -3.966, -3.154], [0.626, -2.694, -3.272], [1.026, -1.881, -2.171], [1.400, 0.184, 0.744], [3.457, 2.001, 0.441], [2.458, -2.352, -0.434], [2.688, -4.779, -1.617], [1.147, -4.802, -3.842], [0.725, -0.841, -1.975], [-0.057, -2.389, -4.064], [3.659, 2.643, -0.841], [4.802, 1.493, 0.633], [3.560, 3.176, 1.279], [-2.915, 0.532, 1.193], [-2.417, 1.772, 1.801], [-3.348, 2.734, 2.382], [-1.129, 2.029, 1.843], [-0.266, 1.204, 1.367], [-4.004, 0.550, 1.290], [-2.511, -0.347, 1.712], [-2.638, 0.476, 0.132], [-3.160, 2.858, 3.458], [-3.238, 3.718, 1.906], [-4.360, 2.359, 2.228], [-0.790, 2.965, 2.291]],
  "lowdin_spin": [0.25, 0.08, 0.36, 0.02, 0.34, 4.40, 0.34, 0.04, 0.00, 0.02, 0.05, -0.01, 0.06, 0.01, 0.03, 0.02, 0.20, 0.03, 0.44, 0.23, 0.00, 0.01, 0.01, 0.01, 0.01, 0.00, 0.05]
}



[4]
{
  "formula": "C4H7N3O3",
  "method": "the ωB97M-V functional and the def2-TZVPD basis",
  "orbital_gap_ev": 8.8,
  "e_above_lowest_ev": 0.592,
  "total_charge": 0,
  "smiles": "[NH3+][C@@]([O-])(O)n1cc[nH]c1=O",
  "symbols": ["N", "C", "O", "O", "N", "C", "C", "N", "C", "O", "H", "H", "H", "H", "H", "H", "H"],
  "xyz": [[-2.085, 0.127, 0.126], [-0.937, -0.883, -0.180], [-1.029, -1.941, 0.490], [-1.153, -0.979, -1.665], [0.295, -0.070, -0.005], [1.457, -0.207, -0.765], [2.424, 0.516, -0.160], [1.861, 1.076, 0.980], [0.559, 0.694, 1.110], [-0.250, 1.036, 1.985], [-2.929, -0.402, 0.345], [-1.827, 0.703, 0.944], [-2.263, 0.569, -0.861], [-1.348, -1.912, -1.807], [1.467, -0.762, -1.696], [3.447, 0.715, -0.458], [2.312, 1.720, 1.617]],
  "lowdin_charge": [0.23, -0.70, -0.03, -0.04, 0.07, -0.04, -0.09, 0.12, -0.48, 0.01, 0.15, 0.11, 0.20, 0.09, 0.12, 0.11, 0.16]
}



[5]
{
  "formula": "C9H14",
  "method": "the ωB97M-V functional and the def2-TZVPD basis",
  "orbital_gap_ev": 9.9,
  "e_above_lowest_ev": 2.169,
  "total_charge": 0,
  "smiles": "Cc1ccccc1.CC",
  "symbols": ["C", "C", "C", "C", "C", "C", "C", "H", "H", "H", "H", "H", "H", "H", "H", "C", "C", "H", "H", "H", "H", "H", "H"],
  "xyz": [[-1.178, 2.767, 1.906], [-0.241, 1.491, 1.538], [0.702, 1.670, 0.560], [1.457, 0.508, 0.146], [1.053, -0.745, 0.626], [-0.094, -0.911, 1.431], [-0.777, 0.201, 1.838], [-2.037, 2.766, 1.131], [-0.707, 3.618, 1.883], [-1.432, 2.551, 2.889], [1.025, 2.622, 0.305], [2.360, 0.729, -0.528], [1.688, -1.597, 0.421], [-0.357, -1.953, 1.558], [-1.753, 0.283, 2.293], [0.013, -0.974, -2.391], [-0.003, -2.484, -2.145], [-0.715, -0.678, -2.988], [-0.164, -0.455, -1.457], [1.105, -0.769, -2.749], [0.803, -2.754, -1.368], [0.159, -3.091, -3.031], [-0.907, -2.795, -1.868]],
  "lowdin_charge": [-0.02, -0.22, -0.06, -0.08, -0.14, -0.09, -0.06, 0.12, -0.01, 0.04, 0.08, 0.13, 0.09, 0.10, 0.11, -0.14, -0.16, 0.01, 0.03, 0.11, 0.08, 0.06, 0.01]
}



[6]
{
  "formula": "C4H11N3O",
  "method": "the ωB97M-V functional and the def2-TZVPD basis",
  "orbital_gap_ev": 4.8,
  "e_above_lowest_ev": 8.721,
  "total_charge": 0,
  "symbols": ["N", "C", "C", "N", "C", "C", "N", "O", "H", "H", "H", "H", "H", "H", "H", "H", "H", "H", "H"],
  "xyz": [[1.412, -0.446, 1.313], [0.052, 0.055, 1.464], [-0.237, 1.522, 0.911], [-1.266, 1.684, 0.042], [-0.963, 1.281, -1.290], [-0.674, -0.224, -1.450], [0.455, -0.629, -1.793], [0.413, -2.530, -0.039], [1.241, -1.442, 0.949], [1.904, -0.049, 0.521], [-0.615, -0.584, 0.864], [-0.234, -0.115, 2.507], [0.854, 1.852, 0.645], [-0.437, 2.134, 1.787], [0.826, -3.380, -0.226], [-1.748, 1.432, -2.077], [-0.097, 1.862, -1.599], [-1.536, -0.887, -1.329], [0.647, -1.536, -1.201]],
  "lowdin_charge": [-0.02, -0.23, -0.24, 0.13, -0.18, -0.23, 0.14, -0.34, 0.04, 0.05, 0.07, 0.12, 0.16, 0.11, -0.03, 0.13, 0.13, 0.14, 0.04]
}



[7]
{
  "formula": "C4H7N3",
  "method": "the ωB97M-V functional and the def2-TZVPD basis",
  "orbital_gap_ev": 9.7,
  "e_above_lowest_ev": 4.146,
  "total_charge": 0,
  "smiles": "[H]/N=N/N=C=CCC",
  "symbols": ["H", "N", "N", "N", "C", "C", "C", "C", "H", "H", "H", "H", "H", "H"],
  "xyz": [[0.591, -3.641, 1.946], [0.004, -2.994, 1.400], [0.156, -1.901, 1.977], [-0.654, -0.914, 1.410], [-0.574, -0.806, 0.193], [-0.404, -0.509, -1.054], [-0.289, 1.022, -1.091], [0.661, 1.773, -0.157], [-0.918, -1.038, -1.864], [-1.277, 1.491, -0.979], [0.033, 1.099, -2.100], [0.758, 2.826, -0.460], [0.332, 1.792, 0.883], [1.631, 1.294, -0.217]],
  "lowdin_charge": [0.06, 0.06, -0.09, 0.06, -0.17, -0.07, -0.26, -0.11, 0.12, 0.11, 0.08, 0.08, 0.07, 0.07]
}



[8]
{
  "formula": "C5H11O2",
  "method": "the ωB97M-V functional and the def2-TZVPD basis",
  "orbital_gap_ev": 5.2,
  "e_above_lowest_ev": 4.515,
  "total_charge": -1,
  "symbols": ["C", "O", "C", "C", "C", "C", "O", "H", "H", "H", "H", "H", "H", "H", "H", "H", "H", "H"],
  "xyz": [[0.371, -1.573, 1.119], [1.156, -2.349, 1.934], [0.384, -0.089, 1.528], [-0.917, 0.570, 0.856], [-0.911, 0.301, -0.767], [-0.225, 1.475, -1.444], [0.233, 1.267, -2.818], [0.694, -1.648, 0.016], [-0.748, -1.800, 1.035], [0.471, 0.163, 2.845], [1.349, 0.297, 1.312], [-0.789, 1.700, 0.797], [-1.790, 0.251, 1.348], [-0.280, -0.532, -0.936], [-1.806, -0.020, -1.401], [-0.988, 2.227, -1.462], [0.599, 1.829, -0.827], [-0.032, 2.077, -3.403]],
  "lowdin_charge": [-0.58, -0.41, -0.22, -0.18, -0.20, -0.30, -0.13, 0.08, 0.08, 0.17, 0.05, 0.08, 0.06, 0.04, 0.12, 0.09, 0.11, 0.12]
}



[9]
{
  "formula": "CH4N4",
  "method": "the ωB97M-V functional and the def2-TZVPD basis",
  "multiplicity": 3,
  "orbital_gap_ev": [11.0, 9.6],
  "e_above_lowest_ev": 0.000,
  "total_charge": 0,
  "symbols": ["C", "N", "N", "N", "N", "H", "H", "H", "H"],
  "xyz": [[-1.382, -0.133, 0.216], [2.163, 0.719, -0.203], [-0.556, 0.937, 0.233], [1.634, -0.336, -0.091], [1.286, -1.387, -0.162], [-1.263, -0.448, -0.828], [-2.478, 0.097, 0.127], [-1.012, -0.921, 0.874], [1.609, 1.473, -0.167]],
  "lowdin_spin": [0.27, 0.02, 1.54, 0.02, 0.01, 0.06, 0.05, 0.04, 0.00]
}